1.
Below is an isolated molecule of C27H35NO7 in a non-equilibrium geometry, with properties calculated with wB97M-V/def2-TZVPD.

Summary:
E_tot, Ha: -1631.21530
Orbital gap, eV: 7.95
LUMO level, eV: 0.38
Energy above the lowest of the compared OMol25 structures with the same formula, charge and spin, kJ/mol: 454.4
Structure (SMILES): CCN(CC)CC[C@@H](c1cc(OC)c(OC)c(OC)c1)c1c(OC)cc(OC)c2ccc(=O)oc12

Cartesian coordinates (Å):
C1 -3.489 3.835 -0.505
C2 -2.658 2.627 -0.051
N1 -2.448 1.579 -1.033
C3 -3.662 1.007 -1.586
C4 -4.598 0.457 -0.515
C5 -1.473 1.919 -2.057
C6 -0.029 1.825 -1.556
C7 0.400 0.378 -1.291
C8 1.822 0.237 -0.787
C9 2.672 1.296 -0.570
C10 3.976 1.105 -0.097
O1 4.673 2.262 0.046
C11 5.916 2.293 0.710
C12 4.433 -0.187 0.167
O2 5.710 -0.419 0.659
C13 6.572 -1.113 -0.218
C14 3.553 -1.269 -0.035
O3 4.055 -2.507 0.270
C15 3.196 -3.613 0.188
C16 2.276 -1.053 -0.516
C17 -0.520 -0.308 -0.308
C18 -1.282 -1.417 -0.680
O4 -1.175 -1.813 -1.978
C19 -1.978 -2.868 -2.447
C20 -2.100 -2.075 0.243
C21 -2.176 -1.638 1.552
O5 -2.952 -2.207 2.511
C22 -3.764 -3.304 2.166
C23 -1.412 -0.524 1.959
C24 -1.436 -0.010 3.291
C25 -0.690 1.064 3.616
C26 0.149 1.720 2.630
O6 0.825 2.700 2.828
O7 0.159 1.181 1.373
C27 -0.589 0.116 1.019
H1 -3.057 4.292 -1.392
H2 -4.515 3.549 -0.728
H3 -3.505 4.578 0.287
H4 -1.676 2.982 0.265
H5 -3.133 2.173 0.824
H6 -3.351 0.179 -2.230
H7 -4.216 1.724 -2.219
H8 -5.368 -0.151 -0.984
H9 -5.088 1.254 0.037
H10 -4.036 -0.157 0.185
H11 -1.594 1.215 -2.884
H12 -1.640 2.930 -2.463
H13 0.091 2.412 -0.648
H14 0.624 2.244 -2.324
H15 0.326 -0.173 -2.235
H16 2.375 2.315 -0.742
H17 5.871 1.782 1.673
H18 6.712 1.852 0.103
H19 6.129 3.351 0.865
H20 6.692 -0.572 -1.164
H21 6.211 -2.123 -0.425
H22 7.532 -1.169 0.293
H23 3.781 -4.465 0.534
H24 2.868 -3.796 -0.842
H25 2.318 -3.490 0.831
H26 1.605 -1.881 -0.682
H27 -1.739 -3.814 -1.950
H28 -1.750 -2.958 -3.509
H29 -3.044 -2.649 -2.326
H30 -2.679 -2.926 -0.070
H31 -4.296 -3.572 3.077
H32 -3.166 -4.159 1.834
H33 -4.488 -3.039 1.390
H34 -2.065 -0.505 4.015
H35 -0.679 1.489 4.606

Atomic forces in eV per Å
0.19 -0.29 0.04
-0.11 0.13 0.05
-0.16 0.07 -0.24
-0.06 -0.07 0.10
0.14 0.16 -0.22
0.20 0.14 0.08
-0.21 -0.21 -0.19
-0.09 0.24 0.09
0.38 0.03 -0.08
0.01 -0.10 -0.07
-0.05 -0.19 -0.02
-0.21 -0.15 -0.17
0.34 0.12 0.24
0.37 -0.02 0.04
-0.66 0.10 0.09
0.21 -0.12 -0.24
-0.02 -0.04 0.00
0.17 0.54 0.05
-0.16 -0.20 -0.03
0.16 -0.24 0.04
0.12 -0.28 -0.07
0.28 0.40 0.52
0.12 0.26 0.11
-0.12 -0.20 -0.11
-0.26 -0.37 -0.04
0.34 0.36 -0.11
0.25 0.31 0.02
-0.16 -0.21 -0.05
0.03 -0.09 -0.35
0.22 0.35 0.18
-0.28 -0.36 0.04
0.30 0.61 0.44
-0.22 -0.35 -0.15
0.09 0.11 -0.22
-0.75 -1.10 -0.12
-0.01 0.10 -0.09
-0.13 0.02 -0.04
-0.04 0.11 0.06
-0.01 -0.03 0.11
0.08 0.06 0.07
-0.03 0.06 -0.05
0.03 -0.07 -0.04
-0.10 -0.05 0.01
-0.10 0.08 0.11
0.02 -0.08 0.09
-0.04 0.04 -0.03
-0.02 -0.07 -0.08
0.09 0.14 -0.03
0.06 0.09 0.03
0.05 0.10 0.10
-0.09 0.17 -0.01
0.03 0.07 -0.07
-0.06 0.01 0.06
0.00 -0.08 -0.01
0.00 0.00 0.07
0.05 0.08 0.02
0.02 -0.02 -0.07
-0.08 0.03 -0.03
-0.01 0.01 0.05
0.02 0.00 -0.04
-0.05 -0.15 0.02
-0.02 0.06 0.00
-0.05 -0.03 0.08
0.03 0.00 0.02
-0.06 -0.08 -0.02
0.01 -0.02 -0.09
-0.01 0.05 -0.01
0.05 -0.01 0.01
-0.02 0.03 0.12
0.02 0.04 0.05

Results of the natural (NBO) charge analysis, in e, for atoms 1 through 5:
1 C -0.636
2 C -0.220
3 N -0.473
4 C -0.204
5 C -0.623



2.
Below is a structure of composition H24O12 in a non-equilibrium geometry, with properties calculated with wB97M-V/def2-TZVPD.

Summary:
E_tot, Ha: -916.28516
Orbital gap, eV: 6.11
LUMO level, eV: -1.56
Energy above the lowest of the compared OMol25 structures with the same formula, charge and spin, kJ/mol: 2731.1

Cartesian coordinates (Å):
O1 0.908 1.504 -2.146
H1 0.346 1.629 -1.381
H2 1.451 2.293 -2.176
O2 -0.480 0.118 -0.823
H3 -1.048 0.227 -0.060
H4 0.199 -0.491 -0.532
O3 0.034 -2.704 -0.506
H5 0.490 -3.008 0.279
H6 -0.728 -2.230 -0.172
O4 -1.525 0.863 -2.169
H7 -0.900 0.523 -1.529
H8 -1.836 1.684 -1.788
O5 -2.364 -0.159 1.779
H9 -1.555 -0.375 1.315
H10 -3.012 -0.033 1.085
O6 -0.417 1.254 1.296
H11 -0.752 1.521 2.152
H12 -0.085 0.367 1.434
O7 1.352 -1.043 -0.415
H13 0.906 -1.666 -0.988
H14 1.749 -1.585 0.267
O8 -1.408 -1.732 0.331
H15 -1.482 -2.081 1.219
H16 -2.311 -1.553 0.067
O9 1.834 0.960 1.127
H17 2.790 1.002 1.138
H18 1.633 0.219 0.556
O10 -0.073 2.370 -0.597
H19 0.500 2.922 -0.065
H20 -0.297 1.635 -0.026
O11 -0.169 -0.602 1.620
H21 -0.159 -0.739 2.567
H22 -0.286 -1.478 1.253
O12 2.621 0.118 -1.334
H23 1.971 -0.415 -0.875
H24 2.104 0.688 -1.904

Atomic forces in eV per Å
3.54 -1.35 -7.01
0.86 0.49 -1.02
-0.14 0.20 -0.11
6.52 -8.80 13.88
-0.45 0.63 -0.64
0.11 0.75 0.10
6.07 -7.88 -3.96
0.43 -1.00 -0.23
1.52 -2.42 -3.46
-8.81 4.39 -7.91
-2.63 3.02 -7.31
-0.28 0.50 -0.65
-2.91 -0.17 0.85
-1.29 1.29 0.84
-0.73 0.59 0.19
-2.89 8.14 2.00
-0.38 0.69 -0.18
1.97 5.95 -1.25
-3.41 -7.60 7.56
-0.28 -2.16 -1.21
0.48 -0.20 0.08
-12.40 3.08 3.94
-1.74 -1.05 0.35
-0.73 0.00 -0.67
1.30 0.25 1.47
0.36 0.01 -0.49
0.65 1.13 0.05
-3.18 6.27 3.27
0.14 -0.05 0.14
-0.10 1.47 1.17
4.03 -14.52 5.80
0.33 0.37 0.89
2.30 0.53 0.41
7.59 3.15 -3.12
4.34 3.81 -3.24
-0.17 0.48 -0.53

Results of the natural (NBO) charge analysis, in e, for atoms 1 through 5:
1 O -0.965
2 H 0.446
3 H 0.445
4 O -0.847
5 H 0.478



3.
Below is a structure of composition C37H33N5S4Tb, with properties calculated with wB97M-V/def2-TZVPD.

Summary:
E_tot, Ha: -4120.72993
Orbital gap (alpha / beta), eV: 6.71 / 6.79
Charge: +1
LUMO level (alpha / beta), eV: -2.47 / -2.40
Multiplicity: 7
Energy above the lowest of the compared OMol25 structures with the same formula, charge and spin, kJ/mol: 0.0

Cartesian coordinates (Å):
Tb1 -0.195 0.114 -0.145
S1 -0.255 1.395 -2.619
C1 -1.599 2.499 -2.662
C2 -2.156 2.806 -3.911
C3 -3.189 3.707 -4.040
C4 -3.707 4.344 -2.919
C5 -3.168 4.073 -1.680
C6 -2.135 3.155 -1.547
S2 -1.508 2.884 0.105
C7 -3.037 2.279 0.952
C8 -2.647 1.424 2.106
C9 -2.671 1.882 3.418
C10 -2.397 0.985 4.436
C11 -2.208 -0.351 4.121
C12 -2.189 -0.724 2.783
C13 -2.137 -2.148 2.351
S3 -0.593 -2.500 1.405
C14 -1.167 -3.414 -0.014
C15 -0.741 -4.734 -0.107
C16 -1.104 -5.508 -1.187
C17 -1.927 -4.962 -2.166
C18 -2.354 -3.658 -2.073
C19 -1.956 -2.827 -1.016
S4 -2.494 -1.177 -1.010
N1 -2.299 0.173 1.800
H1 -1.748 2.298 -4.771
H2 -3.594 3.919 -5.017
H3 -4.521 5.045 -3.010
H4 -3.545 4.577 -0.803
H5 -3.586 1.687 0.216
H6 -3.622 3.139 1.274
H7 -2.916 2.910 3.629
H8 -2.384 1.315 5.463
H9 -2.089 -1.088 4.899
H10 -2.961 -2.350 1.666
H11 -2.164 -2.834 3.196
H12 -0.125 -5.138 0.683
H13 -0.769 -6.530 -1.265
H14 -2.237 -5.570 -3.004
H15 -2.998 -3.233 -2.826
C20 2.421 -2.293 0.092
N2 2.299 -0.961 0.692
C21 3.436 -0.118 0.278
C22 3.102 1.104 -0.547
C23 4.094 1.648 -1.358
C24 3.865 2.862 -1.983
C25 2.654 3.498 -1.763
C26 1.711 2.867 -0.971
N3 1.920 1.692 -0.367
C27 2.273 -1.083 2.152
C28 1.825 0.186 2.824
C29 2.358 0.541 4.060
C30 1.916 1.694 4.683
C31 0.986 2.481 4.022
C32 0.519 2.058 2.790
N4 0.893 0.919 2.208
C33 2.024 -2.310 -1.360
C34 2.751 -3.043 -2.285
C35 2.258 -3.179 -3.573
C36 1.054 -2.571 -3.885
C37 0.424 -1.803 -2.920
N5 0.893 -1.668 -1.678
H16 1.734 -2.975 0.605
H17 3.436 -2.698 0.216
H18 4.170 -0.715 -0.277
H19 3.947 0.267 1.171
H20 5.033 1.131 -1.484
H21 4.624 3.311 -2.603
H22 2.437 4.456 -2.204
H23 0.768 3.356 -0.762
H24 3.257 -1.380 2.541
H25 1.563 -1.868 2.430
H26 3.108 -0.082 4.522
H27 2.301 1.980 5.649
H28 0.633 3.405 4.446
H29 -0.173 2.672 2.229
H30 3.676 -3.515 -1.995
H31 2.796 -3.767 -4.300
H32 0.613 -2.678 -4.861
H33 -0.504 -1.287 -3.146

Atomic forces in eV per Å
0.16 -0.08 0.09
0.04 -0.49 0.19
-0.08 0.09 0.12
0.04 -0.03 0.13
-0.04 0.03 0.04
-0.09 0.03 -0.03
-0.07 0.09 0.01
0.14 -0.02 0.05
-0.41 -0.54 -0.20
0.35 0.36 -0.43
0.04 -0.13 0.41
-0.16 -0.17 -0.08
-0.08 0.00 -0.14
0.00 0.05 -0.07
-0.02 0.19 0.17
0.51 -0.43 -0.26
-0.64 0.23 -0.27
0.06 0.04 0.14
0.03 0.00 0.04
-0.02 -0.09 -0.14
0.07 -0.22 0.06
0.05 0.12 0.10
-0.15 -0.25 0.06
0.14 0.31 -0.13
0.23 0.37 0.15
0.00 -0.01 -0.14
-0.06 0.01 -0.11
-0.07 0.10 -0.03
-0.07 0.09 0.08
0.02 0.10 0.13
-0.01 -0.07 -0.04
-0.05 0.16 0.03
-0.01 0.02 0.15
0.01 -0.12 0.04
0.03 0.02 0.03
-0.08 0.05 -0.01
0.05 -0.11 0.08
0.05 -0.14 0.02
-0.03 -0.03 -0.08
-0.05 0.04 -0.13
-0.08 -0.20 -0.15
-0.28 0.02 -0.01
0.09 0.34 -0.16
0.21 0.01 -0.03
-0.15 -0.01 0.02
-0.15 -0.08 0.19
0.03 -0.08 0.14
0.29 0.39 0.11
0.00 -0.08 -0.22
-0.10 -0.10 0.24
0.20 -0.07 0.19
-0.09 0.03 -0.14
-0.14 0.01 -0.18
0.09 -0.13 -0.07
-0.02 0.20 0.11
-0.19 -0.20 -0.06
0.33 -0.08 0.00
-0.16 0.08 0.08
-0.20 0.08 0.14
0.24 -0.04 0.10
-0.29 -0.07 -0.27
0.04 0.28 0.10
0.16 0.07 0.04
-0.13 0.04 -0.01
-0.08 0.04 0.13
-0.04 -0.16 -0.08
0.07 -0.07 0.00
0.05 0.03 -0.10
-0.07 0.10 -0.05
0.12 -0.06 -0.16
-0.08 0.04 -0.01
0.21 0.04 -0.10
0.07 -0.08 0.00
0.06 0.04 0.09
-0.06 0.15 0.03
0.02 0.00 0.13
0.09 -0.06 0.08
0.03 -0.03 -0.11
-0.08 0.06 -0.13
0.09 -0.01 0.11

Results of the Löwdin charge analysis, in e, for atoms 1 through 5:
1 Tb 1.203
2 S 0.578
3 C -0.670
4 C -0.113
5 C -0.071



4.
Below is a structure of composition C17H25F5NNdO3P2 in a non-equilibrium geometry, with properties calculated with wB97M-V/def2-TZVPD.

Summary:
E_tot, Ha: -2686.64118
Orbital gap (alpha / beta), eV: 7.92 / 7.93
LUMO level (alpha / beta), eV: 0.34 / 0.34
Multiplicity: 4

Cartesian coordinates (Å):
C1 -1.254 3.202 -2.618
C2 -0.529 2.196 -1.971
N1 -1.008 1.569 -0.866
C3 -2.282 1.837 -0.489
C4 -3.078 2.771 -1.155
C5 -2.550 3.495 -2.214
C6 0.813 1.834 -2.566
P1 1.392 0.085 -2.299
Nd1 0.372 -0.522 0.280
P2 -1.826 0.292 1.887
C7 -2.957 1.080 0.651
O1 2.845 3.359 -1.296
O2 3.122 1.374 0.554
H1 -0.795 3.703 -3.465
H2 -4.106 2.908 -0.816
H3 -3.142 4.249 -2.728
C8 0.838 -0.694 -3.853
C9 3.174 0.174 -2.619
H4 -3.580 1.791 1.221
H5 -3.620 0.298 0.241
H6 1.613 2.527 -2.167
H7 0.762 1.946 -3.663
C10 -2.897 -0.969 2.666
C11 -1.895 1.583 3.178
H8 2.191 1.370 1.090
H9 3.788 1.054 1.191
H10 3.062 2.820 -0.487
H11 2.438 4.184 -0.989
H12 -1.032 -1.224 -1.147
H13 1.085 1.193 1.490
H14 1.383 -0.251 -4.701
H15 1.052 -1.769 -3.795
H16 -0.244 -0.575 -3.986
H17 3.358 0.563 -3.628
H18 3.666 0.797 -1.866
H19 3.582 -0.840 -2.536
H20 -2.922 1.672 3.560
H21 -1.213 1.316 3.992
H22 -1.557 2.538 2.761
H23 -3.711 -0.492 3.231
H24 -3.298 -1.642 1.898
H25 -2.273 -1.567 3.344
F1 1.018 -7.090 3.251
C12 1.168 -5.838 2.786
C13 0.154 -5.252 2.023
F2 -0.965 -5.953 1.753
C14 0.310 -3.964 1.561
F3 -0.704 -3.336 0.861
C15 1.479 -3.216 1.822
O3 1.596 -1.987 1.381
C16 2.495 -3.830 2.588
F4 3.622 -3.139 2.857
C17 2.333 -5.119 3.065
F5 3.299 -5.698 3.806

Atomic forces in eV per Å
-0.20 -0.17 0.04
-0.25 0.01 0.17
-0.46 0.21 -0.46
0.05 0.11 -0.21
0.09 0.00 0.13
0.21 -0.21 0.11
0.40 -0.10 0.07
-0.16 0.64 -0.76
0.84 -0.23 0.04
-1.12 0.42 0.32
0.11 0.01 0.09
0.45 0.54 0.82
-0.07 -0.21 0.55
-0.13 -0.04 0.11
0.29 0.06 -0.15
0.12 -0.13 0.09
-0.14 -0.35 -0.04
0.34 0.13 0.01
0.02 -0.27 -0.33
0.32 0.26 0.01
-0.81 -0.79 -0.41
-0.01 0.21 0.37
-0.05 -0.19 -0.02
0.43 0.07 0.14
0.68 0.00 -0.37
-0.40 0.19 -0.43
-0.17 0.25 -0.43
0.30 -0.37 0.03
-0.25 0.02 0.08
-0.61 0.19 0.24
-0.21 -0.14 0.20
-0.06 0.21 -0.14
0.26 -0.01 0.09
0.11 -0.03 0.20
-0.11 -0.09 -0.17
-0.04 0.17 -0.10
0.29 0.03 -0.10
-0.17 0.10 -0.06
-0.05 -0.17 0.08
0.15 -0.25 -0.18
0.06 0.12 0.20
-0.27 0.16 -0.10
0.06 0.28 -0.12
0.02 0.21 -0.10
-0.11 -0.52 0.17
0.45 0.31 0.15
0.04 0.62 -0.08
0.96 -0.48 0.60
-0.01 -0.09 0.08
0.05 -0.34 0.08
-0.30 0.20 -0.26
-0.50 -0.36 -0.09
-0.04 -0.43 0.16
-0.42 0.26 -0.34

Results of the natural (NBO) charge analysis, in e, for atoms 1 through 5:
1 C -0.258
2 C 0.267
3 N -0.497
4 C 0.246
5 C -0.260



5.
Below is a structure of composition C3H2CrLiO3 in a non-equilibrium geometry, with properties calculated with wB97M-V/def2-TZVPD.

Summary:
E_tot, Ha: -1393.08654
Orbital gap (alpha / beta), eV: 5.76 / 6.57
LUMO level (alpha / beta), eV: -0.51 / -0.51
Multiplicity: 6
Energy above the lowest of the compared OMol25 structures with the same formula, charge and spin, kJ/mol: 0.0

Cartesian coordinates (Å):
C1 -1.674 -0.330 0.347
O1 -2.602 0.513 0.220
H1 -0.197 0.884 -0.671
Li1 -3.566 -1.070 0.315
C2 -0.295 0.249 0.223
O2 0.697 -0.784 0.216
C3 1.915 -0.516 -0.239
O3 2.139 0.630 -0.712
Cr1 3.851 -0.402 -0.896
H2 -0.268 0.826 1.197

Atomic forces in eV per Å
-0.88 -0.87 -0.52
-0.01 -0.04 -0.01
-0.04 0.00 0.51
0.86 0.46 0.10
-0.43 0.66 0.78
0.39 -0.51 0.25
-0.43 0.71 -0.25
-1.09 0.71 0.19
1.01 -0.97 0.02
0.62 -0.16 -1.08

Results of the natural (NBO) charge analysis, in e, for atoms 1 through 5:
1 C 0.032
2 O -0.804
3 H 0.221
4 Li 0.890
5 C -0.244



6.
Below is a cluster of 2 separate species, C4H8O3 in total, with properties calculated with wB97M-V/def2-TZVPD.

Summary:
E_tot, Ha: -382.88847
Orbital gap, eV: 10.97
LUMO level, eV: 0.72
Energy above the lowest of the compared OMol25 structures with the same formula, charge and spin, kJ/mol: 200.4
Structure (SMILES): COC(=O)CC=O.[H][H]

Cartesian coordinates (Å):
C1 2.703 -0.047 0.448
O1 1.380 0.469 0.285
C2 0.629 -0.243 -0.569
O2 1.011 -1.235 -1.138
C3 -0.768 0.325 -0.645
C4 -1.431 -0.027 0.674
O3 -2.158 -0.978 0.815
H1 2.664 -1.037 0.909
H2 3.225 0.662 1.088
H3 3.187 -0.130 -0.527
H4 -0.721 1.412 -0.771
H5 -1.296 -0.151 -1.471
H6 -1.149 0.621 1.528
H7 -3.825 0.436 -1.422
H8 -3.688 -0.113 -0.940

Atomic forces in eV per Å
0.30 -0.07 0.06
-0.06 -0.03 -0.13
0.11 -0.39 -0.22
-0.17 0.52 0.19
-0.12 -0.07 -0.14
-0.21 -0.33 0.13
0.28 0.51 -0.03
0.05 0.13 -0.04
-0.04 -0.10 -0.07
0.02 0.02 0.17
0.00 -0.18 0.07
0.06 0.05 0.13
-0.09 -0.08 -0.05
-0.04 -0.02 0.00
-0.07 0.04 -0.07

Results of the natural (NBO) charge analysis, in e, for atoms 1 through 5:
1 C -0.265
2 O -0.511
3 C 0.795
4 O -0.572
5 C -0.612